The following is a quantum chemistry calculation of a structure of composition C33H41Cl3GeHgN6O2SSb in a non-equilibrium geometry, from the Open Molecules 2025 dataset.

Its LUMO energy (alpha / beta) is 4.303 / 3.942 eV. As for the orbital gap (alpha / beta): 5.858 / 6.001 eV. Its spin multiplicity is 2. The value obtained for the relative energy (zero: lowest compared OMol25 entry of this formula, charge and spin) is 298.30 kJ/mol. The max |F| is 1.3 eV/A. As for the net charge: -2.

Last column: Löwdin spin population.
Positions of all 89 atoms, in Å:
1 Hg -0.4620 1.5460 -0.2111  0.01
2 C 2.8204 1.2611 1.6609  0.00
3 N 4.2648 1.1205 1.8340  0.00
4 C 4.7599 0.2894 0.7403  0.00
5 N 4.4872 0.8821 -0.5636  0.00
6 C 3.0398 1.0265 -0.6836  0.00
7 N 2.4840 1.8676 0.3754  0.00
8 C 3.1221 3.1756 0.3014  0.00
9 N 4.5771 3.0837 0.4432  0.00
10 C 4.8640 2.4426 1.7225  0.00
11 C 5.0822 2.2073 -0.6091  0.00
12 H 2.4354 1.8943 2.4647  0.00
13 H 2.3616 0.2707 1.7089  0.00
14 H 4.2700 -0.6873 0.7871  0.00
15 H 5.8437 0.1707 0.8557  0.00
16 H 2.5812 0.0358 -0.6310  0.00
17 H 2.8074 1.4897 -1.6432  0.00
18 H 2.7345 3.8196 1.0954  0.00
19 H 2.8941 3.6308 -0.6679  0.00
20 H 4.4781 3.0793 2.5253  0.00
21 H 5.9527 2.3452 1.8230  0.00
22 H 6.1681 2.1121 -0.4859  0.00
23 H 4.8727 2.6622 -1.5838  0.00
24 N -0.0980 2.1324 3.2654  0.00
25 C 0.2392 2.0013 4.5571  0.00
26 C 0.2944 0.6482 4.8198  0.00
27 C -0.0222 0.0408 3.6010  0.00
28 N -0.2587 0.9539 2.6770  0.00
29 H -0.1909 2.9769 2.6849  0.00
30 H 0.4049 2.8471 5.1966  0.00
31 H 0.5324 0.1629 5.7454  0.00
32 H -0.0675 -1.0014 3.3667  0.00
33 S 1.4514 -2.2131 0.0164  0.35
34 Sb -0.8996 -1.9063 -0.0386  0.22
35 C -3.1849 -1.4355 -0.7493  0.26
36 C -3.4436 -0.2097 -1.3317  0.02
37 C -4.7405 0.1663 -1.6416  0.01
38 C -5.7898 -0.6930 -1.3679  -0.01
39 C -5.5345 -1.9362 -0.8146  0.01
40 C -4.2331 -2.3086 -0.5124  0.03
41 C -1.2154 -3.9572 -0.7658  -0.01
42 C -1.4377 -5.0499 0.0609  0.00
43 C -1.4749 -6.3390 -0.4428  0.00
44 C -1.2871 -6.5604 -1.7959  0.00
45 C -1.0781 -5.4785 -2.6351  0.00
46 C -1.0454 -4.1957 -2.1207  0.00
47 C -1.4810 -2.5576 1.9374  0.01
48 C -2.7515 -2.4071 2.4603  0.00
49 C -3.1044 -3.0611 3.6306  0.00
50 C -2.1828 -3.8495 4.2982  0.00
51 C -0.8961 -3.9647 3.8020  0.00
52 C -0.5549 -3.3205 2.6292  0.00
53 H -2.6307 0.4721 -1.5597  0.00
54 H -4.9283 1.1314 -2.0952  0.00
55 H -6.8090 -0.3998 -1.5947  0.00
56 H -6.3603 -2.6104 -0.6202  0.00
57 H -4.0350 -3.2853 -0.0878  0.00
58 H -1.5746 -4.9110 1.1252  0.00
59 H -1.6475 -7.1766 0.2261  0.00
60 H -1.2926 -7.5694 -2.1950  0.00
61 H -0.9335 -5.6408 -3.6966  0.00
62 H -0.8695 -3.3625 -2.7896  0.00
63 H -3.4850 -1.7969 1.9502  0.00
64 H -4.1144 -2.9731 4.0120  0.00
65 H -2.4675 -4.3846 5.1945  0.00
66 H -0.1666 -4.5816 4.3095  0.00
67 H 0.4418 -3.4243 2.2205  0.00
68 Cl -1.6954 7.2720 1.6927  0.00
69 C -0.5335 6.3836 0.6889  0.00
70 Cl -1.3830 5.7255 -0.7079  0.00
71 Cl 0.7089 7.5167 0.1558  0.00
72 C 0.1071 5.2057 1.6175  0.00
73 O 0.9401 5.5874 2.4140  0.00
74 O -0.3922 4.1042 1.4008  0.00
75 C -0.5151 2.5719 -5.3049  0.00
76 Ge -0.0669 1.3881 -3.7305  0.01
77 C 1.8886 1.0017 -4.0670  0.00
78 C -0.9750 -0.3494 -4.1243  0.00
79 C -0.8817 2.4009 -2.2518  0.07
80 H -0.3513 2.0644 -6.2534  0.00
81 H 0.1025 3.4672 -5.2748  0.00
82 H -1.5502 2.8977 -5.2678  0.00
83 H 2.0455 0.7237 -5.1051  0.00
84 H 2.2565 0.1972 -3.4403  0.00
85 H 2.4819 1.8885 -3.8616  0.00
86 H -0.5165 -0.8418 -4.9785  0.00
87 H -2.0273 -0.1912 -4.3405  0.00
88 H -0.9021 -1.0205 -3.2718  0.00
89 H -0.2581 3.3134 -2.1828  0.01